{
  "formula": "C26H39O23",
  "method": "wB97M-V/def2-TZVPD",
  "symbols": ["C", "C", "O", "C", "C", "O", "C", "C", "O", "C", "C", "O", "O", "H", "H", "H", "H", "H", "H", "H", "H", "H", "H", "H", "H", "H", "H", "H", "C", "C", "O", "C", "O", "O", "H", "H", "H", "H", "C", "C", "O", "C", "O", "O", "H", "H", "H", "H", "C", "C", "O", "C", "O", "O", "H", "H", "H", "H", "C", "C", "O", "C", "O", "O", "H", "H", "H", "H", "C", "C", "O", "C", "O", "O", "H", "H", "H", "H", "C", "C", "O", "C", "O", "O", "H", "H", "H", "H"],
  "positions_angstrom": [[-4.05, -2.68, -1.91], [-2.62, -3.20, -1.91], [-2.23, -3.30, -0.55], [-1.17, -4.20, -0.25], [-0.11, -3.42, 0.49], [0.60, -2.67, -0.46], [1.34, -1.61, 0.14], [0.48, -0.39, 0.39], [0.54, 0.49, -0.72], [-0.44, 0.27, -1.73], [0.08, 0.65, -3.12], [0.97, 1.52, -3.20], [-0.49, 0.02, -4.04], [-4.77, -3.48, -1.82], [-4.14, -2.07, -1.02], [-4.23, -2.06, -2.78], [-2.54, -4.14, -2.44], [-2.00, -2.45, -2.42], [-0.75, -4.66, -1.13], [-1.57, -4.97, 0.41], [-0.68, -2.75, 1.14], [0.55, -4.04, 1.10], [1.81, -1.96, 1.05], [2.12, -1.30, -0.55], [-0.56, -0.69, 0.57], [0.88, 0.16, 1.23], [-1.33, 0.87, -1.51], [-0.75, -0.77, -1.77], [3.14, 2.82, -0.16], [3.27, 1.81, -1.29], [3.70, 0.64, -0.58], [3.30, 0.74, 0.70], [3.30, -0.16, 1.48], [2.84, 1.98, 0.96], [2.35, 3.54, -0.32], [4.07, 3.35, 0.04], [2.32, 1.59, -1.78], [4.00, 2.10, -2.04], [2.51, 3.20, 5.14], [1.51, 2.98, 4.03], [0.85, 4.27, 3.97], [1.69, 5.19, 4.48], [1.51, 6.37, 4.42], [2.76, 4.61, 5.06], [3.43, 2.65, 5.00], [2.10, 2.98, 6.13], [1.99, 2.79, 3.07], [0.79, 2.19, 4.24], [7.91, 3.81, 2.69], [7.15, 4.31, 1.48], [5.91, 3.59, 1.58], [5.73, 3.24, 2.88], [4.72, 2.79, 3.30], [6.85, 3.49, 3.60], [8.57, 4.56, 3.13], [8.48, 2.90, 2.48], [6.94, 5.38, 1.52], [7.64, 4.08, 0.54], [2.33, -4.96, -3.43], [1.76, -3.90, -4.35], [0.44, -4.40, -4.60], [0.10, -5.21, -3.58], [-1.00, -5.61, -3.38], [1.16, -5.46, -2.78], [3.03, -4.56, -2.70], [2.81, -5.77, -3.98], [1.67, -2.92, -3.87], [2.31, -3.79, -5.28], [-8.24, 0.70, -2.03], [-6.84, 1.20, -1.72], [-6.31, 0.14, -0.92], [-6.99, -1.00, -1.22], [-6.67, -2.08, -0.86], [-8.08, -0.72, -1.99], [-8.60, 1.02, -3.00], [-8.96, 0.99, -1.26], [-6.22, 1.31, -2.61], [-6.83, 2.13, -1.16], [-4.60, -0.24, 1.71], [-3.81, 0.51, 0.65], [-2.74, 1.08, 1.41], [-2.57, 0.34, 2.52], [-1.66, 0.44, 3.27], [-3.58, -0.56, 2.67], [-5.06, -1.15, 1.33], [-5.35, 0.38, 2.19], [-3.39, -0.16, -0.11], [-4.39, 1.28, 0.15]],
  "lowdin_charge": [-0.0664, -0.2444, -0.1442, -0.1713, -0.2040, -0.1329, -0.1671, -0.1636, -0.1335, -0.1300, -0.7134, -0.0653, -0.0655, 0.0701, 0.0449, 0.0818, 0.0987, 0.1116, 0.0978, 0.1245, 0.1219, 0.1268, 0.1160, 0.1242, 0.1130, 0.1154, 0.1195, 0.0960, -0.0960, -0.0996, 0.0572, -0.6025, 0.1309, 0.0352, 0.1379, 0.1040, 0.0816, 0.1291, -0.1228, -0.0844, 0.0669, -0.5892, 0.1366, 0.0541, 0.1007, 0.1291, 0.1128, 0.1322, -0.1164, -0.1119, 0.0494, -0.5335, 0.1806, 0.0695, 0.1294, 0.1317, 0.1336, 0.1322, -0.1151, -0.1005, 0.0722, -0.5776, 0.1430, 0.0512, 0.1319, 0.1256, 0.1396, 0.1295, -0.1170, -0.1093, 0.0299, -0.5554, 0.1650, 0.0638, 0.1309, 0.1304, 0.1399, 0.1323, -0.1130, -0.1183, 0.0642, -0.5840, 0.1504, 0.0606, 0.1231, 0.1305, 0.1198, 0.1172],
  "homo_ev": -4.6806,
  "orbital_gap_ev": 6.64,
  "total_charge": -1
}

{
  "formula": "C26H39O6SiYb",
  "method": "wB97M-V/def2-TZVPD",
  "symbols": ["C", "C", "C", "C", "H", "H", "C", "H", "H", "C", "H", "H", "C", "C", "C", "O", "O", "O", "O", "C", "H", "H", "H", "C", "H", "H", "H", "O", "H", "H", "C", "C", "H", "H", "H", "H", "H", "H", "Yb", "C", "C", "C", "H", "C", "C", "H", "H", "H", "H", "C", "C", "C", "H", "C", "C", "H", "H", "H", "H", "C", "Si", "C", "C", "O", "H", "H", "H", "H", "H", "H", "H", "H", "H"],
  "positions_angstrom": [[0.36, -0.92, -4.02], [0.11, -1.62, -2.70], [0.04, 0.58, -3.84], [-0.82, 0.70, -2.54], [-0.61, 0.88, -4.66], [0.94, 1.21, -3.83], [-1.07, -0.81, -2.11], [0.99, -1.46, -2.07], [-0.02, -2.72, -2.82], [-1.25, -1.06, -0.60], [-1.92, -1.23, -2.74], [-1.82, 1.09, -2.80], [-0.34, 1.57, -1.47], [1.75, -1.12, -4.56], [-0.43, -1.56, -5.14], [-1.08, -0.94, -5.98], [2.73, -1.35, -3.85], [1.79, -1.05, -5.90], [-0.37, -2.90, -5.16], [-1.02, -3.40, -6.33], [-0.83, -4.48, -6.32], [-0.60, -2.89, -7.21], [-2.09, -3.22, -6.29], [3.08, -1.33, -6.44], [3.85, -0.69, -6.00], [2.98, -1.13, -7.50], [3.34, -2.39, -6.23], [-0.77, -0.34, 0.44], [-0.73, -1.99, -0.38], [-2.32, -1.02, -0.46], [-1.25, 2.42, -0.71], [1.07, 1.63, -1.25], [1.38, 2.41, -1.97], [1.62, 0.70, -1.53], [1.36, 1.92, -0.22], [-0.88, 2.69, 0.30], [-2.28, 2.02, -0.63], [-1.27, 3.34, -1.32], [-0.36, -0.05, 2.28], [-2.32, -0.51, 4.04], [-3.04, -0.54, 2.80], [-2.69, -1.75, 2.12], [-3.76, 0.19, 2.46], [-1.69, -2.42, 2.89], [-1.46, -1.65, 4.08], [-0.74, -1.90, 4.86], [-2.45, 0.26, 4.79], [-3.14, -2.09, 1.19], [-1.18, -3.34, 2.60], [2.37, 0.14, 2.53], [1.91, -0.83, 3.49], [1.53, -2.01, 2.77], [1.87, -0.67, 4.56], [1.76, -1.77, 1.38], [2.29, -0.45, 1.24], [2.67, -0.04, 0.31], [2.74, 1.13, 2.76], [1.18, -2.95, 3.18], [1.64, -2.49, 0.57], [1.42, 2.18, 5.47], [-0.11, 2.72, 4.49], [-1.55, 2.46, 5.69], [0.01, 4.57, 4.11], [-0.29, 1.90, 3.14], [1.62, 2.97, 6.21], [2.31, 2.07, 4.84], [1.23, 1.24, 6.00], [-1.53, 3.29, 6.41], [-2.52, 2.46, 5.18], [-1.44, 1.52, 6.25], [0.87, 4.77, 3.46], [-0.89, 4.92, 3.60], [0.14, 5.13, 5.05]],
  "lowdin_charge": [-0.2726, -0.0773, -0.0263, -0.2166, 0.1113, 0.1223, -0.1838, 0.1261, 0.1398, -0.3174, 0.1505, 0.1379, -0.3664, -0.4162, -0.4419, 0.0833, 0.1078, -0.0285, -0.0197, -0.0515, 0.0897, 0.0988, 0.0948, -0.0436, 0.0957, 0.0888, 0.1041, -0.3677, 0.1055, 0.0890, -0.0745, -0.0857, 0.0809, 0.0839, 0.0945, 0.0776, 0.0898, 0.0732, 1.0961, -0.2353, -0.2126, -0.2148, 0.0683, -0.2189, -0.2444, 0.0738, 0.0421, 0.0645, 0.0708, -0.2311, -0.2434, -0.2353, 0.0647, -0.2056, -0.2150, 0.0594, 0.0653, 0.0689, 0.0709, -0.1857, 0.1986, -0.2015, -0.1978, -0.4679, 0.0057, 0.0102, 0.0180, 0.0052, 0.0208, 0.0165, 0.0154, 0.0152, 0.0031],
  "s_squared": 0.754,
  "e_above_lowest_kcal_mol": 30.1,
  "homo_ev": [1.5799, 1.5908],
  "multiplicity": 2,
  "orbital_gap_ev": [2.19, 2.18],
  "total_charge": -2
}